The following is a DFT calculation (ωB97M-V/def2-TZVPD) of C26H29F6N2O7S4Zr as an isolated structure.

As for the total charge: +3. The gap between HOMO and LUMO comes out at 8.23 eV. The calculation puts the energy above the lowest of the compared OMol25 structures with the same formula, charge and spin at 6.57 kcal per mole.

Each line ends with the Löwdin charge.
Atoms and positions in Å:
1 Zr 0.03299 -0.10145 1.01238  1.899
2 F -1.52423 -4.16776 -0.64618  0.172
3 C -0.86015 -4.53189 0.43893  -0.684
4 F -1.61226 -5.23168 1.24233  0.229
5 F 0.24671 -5.15561 0.12494  0.218
6 S -0.39193 -2.94356 1.29966  0.705
7 O 0.48489 -2.17009 0.35602  -0.426
8 O -1.54948 -2.08101 1.51824  -0.312
9 N 0.34191 -3.41951 2.56191  -0.241
10 S 1.01481 -2.31266 3.47482  0.744
11 O 0.87193 -0.97886 2.78471  -0.463
12 O 0.63126 -2.32893 4.82808  -0.149
13 C 2.83022 -2.66681 3.29060  -0.683
14 F 3.12115 -2.56667 1.99626  0.160
15 F 3.48437 -1.74675 3.97068  0.194
16 F 3.07864 -3.86703 3.73536  0.226
17 O -1.59419 0.49934 2.38493  -0.206
18 C -1.74356 1.59870 3.35951  -0.123
19 C -2.03490 2.88568 2.62445  -0.127
20 C -1.04324 3.14472 1.48038  -0.121
21 C 0.38332 3.03688 1.93858  -0.257
22 C 1.04989 4.13653 2.45782  0.031
23 C 2.33836 3.99869 2.94361  0.021
24 C 2.95045 2.75070 2.89000  0.003
25 C 2.24327 1.70094 2.35646  -0.114
26 N 0.97821 1.82438 1.89430  -0.035
27 H -2.38097 -0.06410 2.37836  0.126
28 H -0.80696 1.62768 3.91210  0.133
29 H -2.53903 1.31840 4.04528  0.149
30 H -1.98714 3.69766 3.35382  0.143
31 H -3.05059 2.87951 2.22651  0.133
32 H -1.21940 4.13957 1.07240  0.138
33 H -1.23599 2.44654 0.65669  0.087
34 H 0.54998 5.09581 2.47921  0.141
35 H 2.86212 4.85051 3.35750  0.139
36 H 3.95529 2.59576 3.25559  0.133
37 H 2.68764 0.71482 2.29765  0.110
38 O 1.50460 0.23628 -0.33734  -0.687
39 S 2.70928 0.86837 -1.10974  1.170
40 C 1.91807 1.92778 -2.37774  -0.258
41 C 0.41282 1.75105 -2.51567  -0.220
42 C -0.04399 0.43077 -3.13840  -0.203
43 C -1.56321 0.25055 -3.04183  -0.271
44 S -2.00449 -0.75636 -1.61635  1.149
45 O -1.38107 0.08225 -0.42046  -0.654
46 C -3.73247 -0.57693 -1.47344  -0.412
47 C -4.36502 0.66757 -1.46177  -0.062
48 C -5.74213 0.70377 -1.37243  -0.030
49 C -6.46998 -0.48482 -1.30664  -0.010
50 C -5.83005 -1.71543 -1.31718  -0.026
51 C -4.44640 -1.77139 -1.39497  -0.061
52 C 3.39402 -0.46726 -2.05254  -0.402
53 C 2.80658 -1.72153 -2.09759  -0.072
54 C 3.43125 -2.70706 -2.84899  -0.033
55 C 4.60809 -2.42966 -3.53161  -0.021
56 C 5.18603 -1.16784 -3.46036  -0.027
57 C 4.58725 -0.17368 -2.70373  -0.071
58 H 2.45925 1.70719 -3.29946  0.115
59 H 2.15898 2.94619 -2.07325  0.104
60 H 0.07162 2.57696 -3.14540  0.143
61 H -0.06163 1.90433 -1.54474  0.084
62 H 0.46425 -0.42213 -2.68307  0.090
63 H 0.23225 0.41254 -4.19367  0.141
64 H -1.97245 -0.32071 -3.87876  0.125
65 H -2.10555 1.19498 -2.98595  0.107
66 H -3.79727 1.58811 -1.51884  0.116
67 H -6.25861 1.65378 -1.36585  0.127
68 H -7.54955 -0.44415 -1.24868  0.131
69 H -6.40433 -2.63005 -1.26782  0.129
70 H -3.93280 -2.72473 -1.40833  0.112
71 H 1.90184 -1.93559 -1.54789  0.082
72 H 2.99914 -3.69736 -2.89763  0.123
73 H 5.08693 -3.20538 -4.11349  0.128
74 H 6.11170 -0.96115 -3.97926  0.130
75 H 5.05363 0.80226 -2.62307  0.126

---

The following is a DFT calculation (ωB97M-V/def2-TZVPD) of one molecule with the formula C26H29FN4O3.

The gap between HOMO and LUMO comes out at 7.92 eV. The calculation puts the energy above the lowest of the compared OMol25 structures with the same formula, charge and spin at 10.66 kcal per mole.

Each line ends with the natural charge from an NBO analysis.
Atoms and positions in Å:
1 C -5.71024 -2.44139 2.46058  -0.614
2 H -5.84850 -1.36322 2.48598  0.214
3 H -6.54673 -2.91483 2.96720  0.215
4 H -4.79451 -2.68264 2.99511  0.214
5 C -5.62441 -2.93175 1.01577  -0.201
6 N -4.52815 -2.31719 0.31610  -0.340
7 C -3.27901 -2.83953 0.19877  0.038
8 C -2.42870 -1.95855 -0.42867  -0.191
9 C -3.23312 -0.81169 -0.75807  -0.033
10 C -3.01671 0.35993 -1.48850  -0.231
11 C -4.04434 1.26715 -1.61274  -0.222
12 C -5.29948 1.02414 -1.05072  -0.218
13 C -5.56447 -0.15041 -0.38125  -0.237
14 C -4.53131 -1.07124 -0.24991  0.125
15 H -6.54685 -0.34774 0.02081  0.213
16 H -6.07914 1.76274 -1.16202  0.214
17 H -3.88102 2.18436 -2.15916  0.215
18 H -2.06652 0.54830 -1.96502  0.221
19 C -1.02019 -2.20302 -0.62737  -0.161
20 C -0.01686 -1.30491 -0.52943  0.044
21 N -0.36364 -0.00126 -0.12479  -0.612
22 C 0.13881 1.23711 -0.29833  0.687
23 O 1.23276 1.51366 -0.77604  -0.639
24 C -0.79990 2.33880 0.08684  -0.243
25 C -1.81699 2.26770 1.03487  0.486
26 C -2.66386 3.33014 1.28501  -0.301
27 C -2.50639 4.50745 0.57592  -0.173
28 C -1.49206 4.61640 -0.36105  -0.232
29 C -0.64992 3.54712 -0.59387  -0.139
30 H 0.14818 3.61688 -1.31742  0.241
31 H -1.35762 5.53539 -0.91016  0.221
32 H -3.17060 5.33716 0.76195  0.220
33 H -3.43433 3.21874 2.03138  0.233
34 F -2.00239 1.14440 1.77116  -0.335
35 H -1.30499 -0.02625 0.25004  0.432
36 C 1.37372 -1.83433 -0.72482  0.647
37 O 1.56230 -3.04157 -0.72158  -0.647
38 N 2.34759 -0.93361 -0.91010  -0.621
39 H 2.12126 0.06195 -0.92798  0.431
40 C 3.72959 -1.30703 -1.06516  -0.226
41 C 4.57724 -0.73002 0.07884  -0.222
42 N 5.97393 -1.07563 -0.11397  -0.449
43 C 6.71493 -0.14348 -0.94828  -0.248
44 H 6.11165 0.12892 -1.81436  0.201
45 C 7.13643 1.12206 -0.18696  -0.091
46 H 7.79512 1.74015 -0.79925  0.194
47 O 7.86984 0.80382 0.97786  -0.530
48 C 7.12649 -0.04533 1.82779  -0.090
49 H 7.77299 -0.26002 2.68036  0.193
50 C 6.72876 -1.33534 1.09883  -0.240
51 H 6.14650 -1.98042 1.75799  0.203
52 H 7.64040 -1.86589 0.80527  0.197
53 H 6.22427 0.47860 2.18247  0.157
54 H 6.24768 1.71261 0.08668  0.158
55 H 7.61402 -0.66171 -1.29597  0.199
56 H 4.40197 0.35550 0.13108  0.169
57 H 4.22894 -1.16975 1.01604  0.202
58 H 3.78948 -2.39692 -1.05871  0.237
59 H 4.10123 -0.93790 -2.02619  0.185
60 H -0.72488 -3.22713 -0.80804  0.252
61 H -3.05090 -3.81133 0.59363  0.216
62 H -6.55294 -2.70114 0.48534  0.205
63 H -5.47778 -4.01489 0.99747  0.209

---

The following is a DFT calculation (ωB97M-V/def2-TZVPD) of C26H29N2O3Sr as an isolated structure.

As for the total charge: -1. The gap between HOMO and LUMO comes out at 5.57 eV.

Each line ends with the natural charge from an NBO analysis.
Atoms and positions in Å:
1 C 1.98465 0.10318 1.56855  -0.364
2 C 2.41048 -0.46524 0.34374  -0.336
3 C 2.35256 0.53472 -0.65875  -0.375
4 H 2.77477 -1.48044 0.19952  0.197
5 C 1.91775 1.74606 -0.03884  -0.480
6 C 1.70319 1.47572 1.34857  -0.403
7 H 1.71279 2.69211 -0.54558  0.188
8 C -1.24789 -1.64786 1.53220  -0.381
9 C -0.18035 -2.30088 0.88360  -0.326
10 C -0.46875 -2.36978 -0.50347  -0.357
11 H 0.70574 -2.70712 1.38291  0.209
12 C -1.72115 -1.74480 -0.73964  -0.221
13 C -2.22134 -1.34838 0.53344  -0.412
14 H 2.65379 0.42350 -1.70010  0.201
15 H 1.29889 2.17465 2.08422  0.213
16 H 1.89265 -0.41359 2.52205  0.225
17 H -3.12030 -0.74026 0.67473  0.199
18 H 0.14986 -2.85969 -1.25264  0.200
19 H -1.28415 -1.40653 2.60052  0.224
20 Sr -0.48666 0.61797 0.06641  1.799
21 C -2.41378 -1.52750 -2.07015  -0.043
22 C -3.80827 -2.13324 -1.91109  -0.595
23 C -1.65276 -2.21591 -3.19924  -0.614
24 H -3.74580 -3.13223 -1.46318  0.226
25 H -4.31129 -2.23480 -2.87409  0.179
26 H -4.43688 -1.52298 -1.25596  0.213
27 H -1.67978 -3.30133 -3.08205  0.220
28 H -0.60799 -1.89517 -3.24327  0.228
29 H -2.11525 -1.96924 -4.15730  0.180
30 C -2.53928 -0.01009 -2.41703  -0.503
31 C -1.30268 0.70299 -2.90248  0.695
32 H -2.99575 0.55795 -1.58610  0.265
33 H -3.26517 0.09791 -3.22265  0.200
34 O -0.21671 0.61108 -2.23693  -0.713
35 N -1.32311 1.53196 -3.93828  -0.606
36 C -0.24798 2.54183 -4.12373  -0.233
37 H -1.91058 1.32917 -4.74529  0.401
38 C 1.12752 1.99004 -4.37926  -0.035
39 C 2.27047 2.63159 -3.88921  -0.144
40 H 2.14549 3.52052 -3.26948  0.205
41 C 3.54647 2.15040 -4.19622  -0.215
42 H 4.43852 2.65446 -3.81329  0.216
43 C 3.68579 1.01720 -5.00607  -0.222
44 H 4.67732 0.63605 -5.25380  0.210
45 C 2.54515 0.38060 -5.50034  -0.205
46 H 2.62986 -0.49894 -6.13502  0.208
47 C 1.27660 0.87438 -5.19010  -0.210
48 H 0.38066 0.40313 -5.58754  0.200
49 H -0.23107 3.13035 -3.20245  0.220
50 H -0.55390 3.20797 -4.94216  0.209
51 O -3.01298 2.09841 0.84387  -0.714
52 C -2.52022 1.99602 1.96465  0.672
53 C -3.08071 2.46356 3.33954  -0.518
54 C -2.06193 1.98047 4.34461  -0.527
55 C -0.99204 1.23968 3.52053  0.695
56 O -0.03970 0.60850 3.90964  -0.613
57 N -1.31358 1.38892 2.18260  -0.806
58 H -3.15680 3.55339 3.30970  0.216
59 H -4.05806 1.99398 3.47954  0.218
60 H -1.54346 2.79743 4.84654  0.219
61 H -2.46219 1.26005 5.05639  0.220

---

The following is a DFT calculation (ωB97M-V/def2-TZVPD) of one molecule with the formula C26H29N3O3.

The gap between HOMO and LUMO comes out at 8.10 eV. The calculation puts the energy above the lowest of the compared OMol25 structures with the same formula, charge and spin at 41.33 kcal per mole.

Each line ends with the natural charge from an NBO analysis.
Atoms and positions in Å:
1 C -7.24233 5.22302 -1.81681  -0.238
2 O -5.95605 5.77769 -1.66821  -0.497
3 C -4.86141 4.99530 -1.44208  0.239
4 C -3.69495 5.71171 -1.18852  -0.217
5 C -2.48339 5.09988 -0.94390  -0.246
6 C -2.41741 3.71404 -0.94496  0.132
7 C -3.57341 2.97848 -1.19921  -0.280
8 C -4.79322 3.58936 -1.45125  0.238
9 O -5.93959 2.87726 -1.71452  -0.508
10 C -5.88655 1.47446 -1.70398  -0.250
11 H -6.90178 1.14540 -1.92222  0.201
12 H -5.21112 1.08768 -2.47457  0.175
13 H -5.58608 1.08649 -0.72481  0.176
14 H -3.50492 1.90098 -1.20101  0.202
15 N -1.23765 2.99991 -0.71120  -0.594
16 C -0.00285 3.47352 -0.37222  0.671
17 O 0.26242 4.64418 -0.19051  -0.603
18 C 1.02192 2.39817 -0.21388  -0.154
19 C 2.02816 2.59485 0.72651  -0.149
20 C 3.00825 1.63993 0.91791  -0.216
21 C 3.01875 0.47966 0.15550  -0.024
22 C 2.03059 0.29676 -0.80570  -0.162
23 C 1.03820 1.23981 -0.98748  -0.215
24 H 0.30022 1.08492 -1.76280  0.209
25 H 2.05007 -0.60120 -1.40395  0.221
26 C 4.08555 -0.56551 0.33191  -0.227
27 N 3.51604 -1.90102 0.30053  -0.444
28 C 4.52309 -2.93726 0.18737  -0.222
29 C 3.82841 -4.28625 0.02692  -0.214
30 N 2.98927 -4.54674 1.17712  -0.465
31 C 2.69381 -5.86085 1.52273  0.268
32 C 3.73071 -6.79292 1.64355  -0.276
33 C 3.47908 -8.09019 2.03873  -0.189
34 C 2.18937 -8.49929 2.33672  -0.251
35 C 1.15588 -7.58667 2.23049  -0.187
36 C 1.39821 -6.28692 1.82585  -0.302
37 H 0.56446 -5.60854 1.73177  0.211
38 H 0.14280 -7.88945 2.45437  0.211
39 H 1.99500 -9.51411 2.64862  0.212
40 H 4.30019 -8.78731 2.12535  0.211
41 H 4.74819 -6.49105 1.44498  0.208
42 C 1.99128 -3.51318 1.32535  -0.221
43 C 2.69079 -2.16162 1.46444  -0.231
44 H 1.94159 -1.37083 1.54647  0.213
45 H 3.29681 -2.16702 2.38898  0.170
46 H 1.41092 -3.69685 2.23043  0.214
47 H 1.31139 -3.47558 0.45851  0.176
48 H 4.57044 -5.07472 -0.08551  0.213
49 H 3.21493 -4.25246 -0.88905  0.178
50 H 5.13827 -2.73795 -0.69361  0.202
51 H 5.17897 -2.96746 1.07610  0.168
52 H 4.79171 -0.48774 -0.50240  0.212
53 H 4.64685 -0.37734 1.26496  0.173
54 H 3.77549 1.79978 1.66181  0.214
55 H 2.02113 3.50598 1.30529  0.234
56 H -1.33667 1.99572 -0.76197  0.397
57 H -1.60105 5.68357 -0.74896  0.257
58 H -3.77074 6.78711 -1.19031  0.227
59 H -7.90945 6.07983 -1.91363  0.187
60 H -7.31701 4.60178 -2.71179  0.181
61 H -7.53305 4.63427 -0.94389  0.178

---

HOMO energy values (in eV) by entry order: -17.1075, -7.6960, -3.2712, -7.6398.
Max |F| values (in eV Å⁻¹) by entry order: 0.28, 0.94, 4.19, 0.52.
E values (in eV) by entry order: -105649.6169, -42253.5686, -37394.9335, -38045.0495.